(1)
DFT (wB97M-V/def2-TZVPD) results for an isolated molecule of C5H10O.

```
16
C5H10O | the Open Molecules 2025 dataset | wB97M-V/def2-TZVPD
C 1.39 -0.60 0.11
C 0.26 0.25 -0.49
C 0.67 1.72 -0.56
C -0.93 0.03 0.45
O -1.15 0.81 1.35
C -1.75 -1.25 0.37
H 1.16 -1.67 0.08
H 1.55 -0.31 1.16
H 2.34 -0.45 -0.42
H 0.04 -0.13 -1.50
H 0.81 2.12 0.45
H -0.10 2.33 -1.05
H 1.60 1.84 -1.12
H -2.81 -1.00 0.46
H -1.58 -1.84 -0.53
H -1.50 -1.85 1.25
```

Structure (SMILES): CC(=O)C(C)C
Electronic energy in Ha: -271.75017
Charge: 0
Lowest unoccupied orbital energy in eV: 1.0
Relative energy (zero: lowest compared OMol25 entry of this formula, charge and spin) in kJ/mol: 6.41
Frontier orbital gap in eV: 10.5525



(2)
DFT (wB97M-V/def2-TZVPD) results for an isolated ion of composition C4H3N2O5S and charge -1.

```
15
C4H3N2O5S | the Open Molecules 2025 dataset | wB97M-V/def2-TZVPD
C 1.22 -1.35 1.45
C 0.19 -0.45 0.62
C 0.56 -3.25 0.11
C -0.26 1.69 -1.53
N 1.32 -2.64 0.87
N 0.14 0.76 1.11
O 1.98 -0.91 2.24
O -0.40 -1.00 -0.27
O 0.00 -4.04 -0.59
O -0.74 3.08 0.69
O -2.31 1.36 0.21
S -0.89 1.74 0.24
H -0.67 2.67 -1.91
H 0.79 1.39 -1.43
H -0.93 0.95 -1.82
```

Structure (SMILES): C[S@@](=O)([O-])=NC(=O)C(=O)N=C=O
Electronic energy in Ha: -1038.19871
Charge: -1
Lowest unoccupied orbital energy in eV: 3.3
Relative energy (zero: lowest compared OMol25 entry of this formula, charge and spin) in kJ/mol: 74.34
Frontier orbital gap in eV: 9.3172



(3)
DFT (wB97M-V/def2-TZVPD) results for a 12-piece molecular cluster, C32H92N4O12 overall.

```
140
C32H92N4O12 | the Open Molecules 2025 dataset | wB97M-V/def2-TZVPD
C 2.50 8.25 -5.17
C 3.52 7.03 -5.01
C 4.81 7.37 -4.21
O 4.70 7.49 -2.78
C 4.41 8.85 -2.39
N 2.76 6.04 -4.27
H 2.02 8.60 -4.25
H 1.64 7.88 -5.74
H 2.94 9.09 -5.71
H 3.77 6.52 -5.94
H 5.28 8.28 -4.58
H 5.62 6.68 -4.46
H 5.37 9.37 -2.43
H 4.03 8.87 -1.37
H 3.68 9.23 -3.11
H 3.51 5.57 -3.79
H 2.22 6.48 -3.55
C -5.28 5.16 -5.56
C -6.12 4.55 -4.45
C -7.44 3.90 -4.84
O -8.45 3.86 -3.79
C -9.16 5.10 -3.48
N -5.24 3.60 -3.90
H -4.58 5.91 -5.18
H -5.88 5.53 -6.40
H -4.57 4.51 -6.07
H -6.18 5.28 -3.65
H -7.32 2.85 -5.08
H -7.83 4.37 -5.74
H -9.43 5.67 -4.37
H -8.74 5.80 -2.76
H -10.13 4.77 -3.09
H -4.38 4.06 -3.66
H -4.95 2.95 -4.62
C 4.92 -2.31 6.44
C 4.26 -1.28 7.52
C 5.27 -0.28 7.96
O 6.28 0.13 7.01
C 7.60 0.28 7.46
N 3.29 -0.48 6.71
H 4.23 -3.02 5.99
H 5.74 -2.81 6.95
H 5.33 -1.74 5.61
H 3.83 -1.85 8.33
H 5.70 -0.88 8.76
H 4.79 0.60 8.38
H 7.95 -0.50 8.13
H 7.81 1.22 7.98
H 8.25 0.25 6.59
H 3.79 0.01 5.99
H 2.71 -1.07 6.13
C -6.22 -7.07 -0.84
C -6.73 -8.60 -0.75
C -5.48 -9.51 -0.43
O -4.38 -9.51 -1.37
C -4.56 -10.41 -2.41
N -7.81 -8.69 0.27
H -5.26 -6.87 -1.31
H -5.98 -6.63 0.13
H -6.97 -6.41 -1.26
H -6.98 -8.84 -1.78
H -5.77 -10.52 -0.13
H -4.96 -9.03 0.40
H -5.01 -11.36 -2.12
H -3.59 -10.60 -2.88
H -5.26 -10.03 -3.16
H -7.64 -8.27 1.18
H -8.55 -8.11 -0.09
C 6.32 5.01 3.11
C 7.76 4.88 2.58
O 7.55 4.62 1.28
H 5.71 5.65 2.46
H 6.43 5.58 4.03
H 5.83 4.04 3.21
H 8.32 4.13 3.14
H 8.33 5.81 2.50
H 7.21 5.41 0.85
C -6.27 3.30 2.45
C -5.51 2.12 2.97
O -6.31 1.45 3.90
H -6.82 3.74 3.28
H -6.95 3.08 1.63
H -5.59 4.09 2.15
H -4.57 2.41 3.43
H -5.28 1.51 2.09
H -5.77 0.77 4.31
C 0.99 0.69 0.31
C 0.10 -0.14 -0.60
O -0.44 -1.22 0.13
H 0.42 1.09 1.14
H 1.37 1.52 -0.29
H 1.89 0.16 0.61
H 0.80 -0.70 -1.22
H -0.58 0.35 -1.30
H -0.96 -1.74 -0.49
C -0.74 -6.23 6.20
C -0.64 -5.93 4.66
O -0.72 -4.55 4.63
H -1.61 -5.71 6.58
H 0.13 -5.98 6.80
H -0.90 -7.29 6.39
H -1.55 -6.30 4.19
H 0.27 -6.21 4.13
H -0.75 -4.27 3.71
C 5.59 -6.33 -0.13
C 5.79 -6.52 -1.67
O 5.19 -5.41 -2.32
H 5.78 -5.30 0.18
H 6.36 -6.85 0.43
H 4.59 -6.45 0.28
H 5.28 -7.44 -1.95
H 6.80 -6.80 -1.98
H 4.24 -5.52 -2.22
C 2.92 1.19 -8.02
C 1.88 0.15 -7.47
O 0.87 0.86 -6.85
H 3.66 1.49 -7.28
H 2.47 2.11 -8.40
H 3.50 0.71 -8.80
H 2.36 -0.55 -6.79
H 1.60 -0.42 -8.35
H 1.22 1.57 -6.32
C 0.09 -6.53 -5.53
C -0.55 -6.11 -4.26
O 0.37 -5.96 -3.22
H 0.70 -5.73 -5.94
H -0.47 -6.73 -6.45
H 0.72 -7.40 -5.37
H -1.26 -6.91 -4.05
H -1.24 -5.29 -4.46
H -0.04 -6.24 -2.40
C -2.34 5.73 7.11
C -0.97 5.00 7.14
O -1.05 3.81 7.83
H -2.26 6.62 6.49
H -2.70 6.06 8.09
H -3.03 5.05 6.62
H -0.23 5.71 7.51
H -0.72 4.73 6.12
H -0.33 3.29 7.47
```

Structure (SMILES): COC[C@H](C)N.COC[C@H](C)N.COC[C@H](C)N.COC[C@H](C)N.CCO.CCO.CCO.CCO.CCO.CCO.CCO.CCO
Electronic energy in Ha: -2395.89852
Charge: 0
Lowest unoccupied orbital energy in eV: 0.1
Relative energy (zero: lowest compared OMol25 entry of this formula, charge and spin) in kJ/mol: 660.66
Frontier orbital gap in eV: 9.0774